{
  "formula": "C44H60As3BiN2OS",
  "method": "ωB97M-V/def2-TZVPD",
  "orbital_gap_ev": 6.02,
  "homo_ev": -11.91,
  "multiplicity": 1,
  "relative_energy_kj_mol": 192.0,
  "total_charge": 2,
  "elements": ["Bi", "C", "C", "C", "C", "C", "C", "C", "C", "C", "C", "H", "H", "H", "H", "H", "H", "H", "H", "H", "H", "H", "H", "H", "H", "H", "C", "C", "As", "C", "C", "C", "C", "C", "C", "C", "C", "C", "C", "C", "C", "As", "C", "C", "C", "C", "C", "C", "C", "C", "C", "C", "C", "C", "H", "H", "H", "H", "H", "H", "H", "H", "H", "H", "H", "H", "H", "H", "H", "H", "H", "H", "H", "H", "H", "H", "H", "H", "C", "N", "C", "C", "O", "N", "C", "C", "H", "H", "H", "H", "H", "H", "H", "H", "H", "H", "H", "H", "C", "As", "C", "C", "S", "H", "H", "H", "H", "H", "H", "H", "H", "H"],
  "positions_angstrom": [[1.42264, 0.31372, 0.24248], [1.03998, 3.07253, 0.96785], [1.43627, 3.20487, -0.52043], [2.68420, 2.38595, -0.64601], [3.19326, 2.14337, 0.64449], [2.13622, 2.28757, 1.60463], [2.32393, 2.28022, 3.08362], [4.58043, 1.74291, 0.98064], [3.48561, 2.26338, -1.90186], [0.99163, 4.36769, -2.73648], [-0.30648, 2.96819, 1.64404], [1.38545, 2.13131, 3.60807], [2.72139, 3.24535, 3.39912], [3.02486, 1.51597, 3.40540], [5.07089, 1.28990, 0.12131], [4.59754, 1.05798, 1.82942], [5.14611, 2.63354, 1.25646], [4.18486, 1.43151, -1.83876], [4.05971, 3.17079, -2.09278], [2.84959, 2.09026, -2.76711], [0.35442, 4.31947, -3.61661], [2.02080, 4.23670, -3.05154], [0.89030, 5.35140, -2.29092], [-0.40631, 1.98560, 2.11166], [-1.14434, 3.10747, 0.96681], [-0.39326, 3.73216, 2.41564], [-1.54330, -0.85321, -2.07341], [-1.16678, 0.53966, -2.55574], [-2.21223, 1.97833, -1.62942], [-0.89417, 3.42422, -1.42652], [-1.35246, 4.52276, -0.80144], [-0.58654, 5.61068, -0.24016], [0.65814, 5.56113, 0.26484], [1.55295, 4.41263, 0.38848], [0.55736, 3.26822, -1.75730], [-3.19559, 2.64087, -3.17783], [-2.97982, 3.87924, -3.76412], [-3.71542, 4.26242, -4.87008], [-4.67727, 3.41767, -5.39340], [-4.91310, 2.18636, -4.80288], [-4.18208, 1.80495, -3.69266], [-1.57617, -1.00559, -0.09708], [-3.43065, -0.37731, 0.20772], [-4.48350, -0.89626, -0.53683], [-5.78108, -0.46602, -0.32122], [-6.04160, 0.49530, 0.64033], [-5.00196, 1.01886, 1.39048], [-3.70588, 0.58105, 1.17829], [-2.06871, -2.92266, -0.02946], [-3.11275, -3.36189, 0.78267], [-3.47353, -4.69729, 0.81500], [-2.78369, -5.62225, 0.04737], [-1.73849, -5.20026, -0.75606], [-1.38309, -3.86254, -0.78846], [-0.82883, -1.58174, -2.47500], [-2.53080, -1.12842, -2.44863], [-1.31600, 0.61192, -3.63609], [-0.09829, 0.68715, -2.35681], [-2.43433, 4.59898, -0.67644], [-1.11301, 6.55148, -0.16033], [1.07804, 6.47387, 0.66686], [2.55537, 4.67531, 0.71399], [0.70074, 2.31636, -2.28254], [-2.23884, 4.55014, -3.35083], [-3.53435, 5.22606, -5.32263], [-5.24994, 3.72249, -6.25419], [-5.67002, 1.52949, -5.20472], [-4.37823, 0.85261, -3.20787], [-4.29761, -1.66745, -1.27584], [-6.58828, -0.89280, -0.89715], [-7.05143, 0.83453, 0.80321], [-5.20256, 1.76153, 2.14725], [-2.89325, 1.00125, 1.76238], [-3.66515, -2.64383, 1.37692], [-4.29818, -5.01584, 1.43470], [-3.07068, -6.66153, 0.06528], [-1.20948, -5.91656, -1.36808], [-0.56844, -3.54722, -1.42811], [-0.03459, -1.28622, 3.37004], [-0.06803, -2.65641, 2.90260], [-1.21713, -3.39483, 3.39231], [0.74175, -3.02698, 1.88731], [1.40712, -2.16561, 1.24254], [0.92773, -4.33463, 1.60560], [1.57873, -4.72456, 0.37387], [0.69867, -5.45045, 2.50178], [-0.14991, -1.28674, 4.45421], [-0.85127, -0.70350, 2.92342], [0.92121, -0.83244, 3.11158], [-2.07736, -2.72276, 3.39405], [-1.05326, -3.74905, 4.41163], [-1.45197, -4.23247, 2.74634], [1.74280, -3.84790, -0.25007], [0.94460, -5.43763, -0.15398], [2.53283, -5.21014, 0.59898], [0.68988, -5.12663, 3.53665], [1.52087, -6.15663, 2.37809], [-0.22522, -5.97991, 2.26825], [4.31286, -2.31753, 2.56667], [4.77235, -2.06632, 0.68959], [5.17333, -3.75731, -0.17023], [6.50684, -1.16497, 0.68815], [3.42008, -1.05521, -0.66760], [5.09441, -2.92534, 3.02402], [3.35187, -2.81468, 2.66157], [4.27499, -1.35166, 3.07083], [5.96328, -4.27361, 0.37812], [5.51745, -3.54279, -1.18709], [4.29097, -4.38875, -0.23377], [7.27601, -1.89743, 0.93950], [6.54208, -0.35069, 1.41119], [6.71130, -0.77493, -0.31172]],
  "forces_ev_per_a": [[-0.002, -0.190, 0.416], [-0.286, -0.186, 0.433], [0.054, -0.191, -0.412], [0.410, 0.333, 0.300], [-0.444, -0.158, -0.213], [0.456, 0.346, -0.202], [-0.001, -0.148, -0.017], [0.024, -0.113, -0.107], [0.030, -0.010, -0.037], [-0.017, -0.089, 0.078], [-0.177, 0.170, -0.094], [-0.096, -0.024, 0.036], [0.032, 0.151, 0.018], [0.077, -0.066, 0.050], [0.042, -0.022, 0.090], [0.080, -0.011, 0.005], [0.065, 0.063, 0.074], [0.020, 0.020, 0.001], [0.011, 0.115, 0.009], [-0.033, 0.030, -0.029], [0.000, 0.016, -0.098], [0.180, 0.002, -0.075], [0.012, 0.056, -0.047], [-0.024, -0.063, 0.065], [0.126, -0.132, 0.139], [0.001, -0.028, 0.129], [-0.057, -0.065, -0.103], [0.168, 0.201, 0.080], [0.253, 0.335, -0.469], [-0.254, 0.206, 0.231], [-0.408, -0.610, -0.524], [0.373, 0.290, 0.277], [-0.534, 0.221, -0.044], [0.397, -0.455, -0.028], [-0.085, -0.021, -0.171], [-0.051, -0.044, 0.016], [0.217, -0.023, 0.221], [-0.053, 0.113, -0.096], [-0.053, -0.020, -0.054], [-0.051, -0.021, -0.048], [0.115, -0.159, 0.207], [-1.426, -0.535, -0.364], [0.220, 0.097, 0.228], [0.261, -0.172, -0.135], [-0.017, -0.002, -0.039], [-0.010, 0.054, -0.023], [0.021, -0.008, 0.084], [0.292, -0.210, 0.051], [0.247, 0.132, 0.176], [-0.001, 0.313, 0.018], [0.011, -0.040, 0.028], [-0.032, -0.005, 0.012], [0.008, -0.129, -0.018], [0.165, 0.243, -0.088], [-0.129, 0.022, 0.141], [0.042, -0.109, 0.119], [0.039, 0.105, 0.083], [-0.159, 0.079, -0.103], [0.081, 0.062, 0.123], [0.021, 0.154, 0.002], [-0.071, 0.083, 0.025], [0.015, -0.077, -0.080], [0.001, 0.130, 0.127], [0.031, 0.033, -0.061], [-0.008, 0.076, -0.044], [-0.074, 0.024, -0.119], [-0.068, -0.050, -0.016], [-0.063, -0.012, -0.076], [-0.040, 0.001, -0.012], [-0.072, -0.010, -0.069], [-0.138, 0.042, 0.041], [-0.013, 0.089, 0.069], [-0.023, 0.033, 0.011], [-0.030, -0.077, 0.000], [-0.077, -0.019, 0.065], [-0.034, -0.131, -0.012], [0.045, -0.040, -0.077], [0.063, -0.029, -0.054], [0.126, 0.129, -0.021], [0.015, 0.074, -0.049], [-0.111, -0.239, 0.092], [0.344, 0.195, 0.003], [-0.273, 0.143, 0.014], [-0.009, -0.070, -0.034], [0.006, 0.170, -0.217], [-0.105, -0.132, 0.191], [-0.030, 0.068, -0.001], [0.103, 0.008, 0.079], [-0.073, 0.024, 0.089], [-0.009, -0.060, 0.001], [-0.027, -0.003, 0.014], [-0.019, 0.025, -0.005], [0.011, -0.117, 0.004], [0.089, -0.028, -0.036], [-0.028, -0.002, -0.037], [-0.061, 0.019, 0.080], [0.011, 0.034, 0.047], [-0.055, -0.026, 0.030], [-0.103, 0.019, -0.267], [0.605, -0.163, 0.072], [-0.015, 0.047, -0.011], [-0.174, -0.051, -0.069], [0.565, -0.149, 0.010], [0.068, 0.031, -0.129], [-0.001, 0.012, -0.129], [0.008, 0.010, -0.135], [-0.058, 0.091, 0.020], [-0.035, 0.081, 0.208], [-0.008, 0.115, 0.075], [-0.115, -0.027, 0.032], [-0.109, -0.088, -0.043], [-0.123, -0.077, 0.101]],
  "mulliken_charge": [1.646, 1.050, 1.279, 0.848, 0.313, 0.558, -1.827, -1.315, -2.095, -1.818, -1.470, 0.430, 0.303, 0.408, 0.424, 0.267, 0.186, 0.486, 0.319, 0.447, 0.513, 0.404, 0.352, 0.161, 0.158, 0.358, -1.489, -0.227, 0.745, -1.423, -0.556, -1.161, -1.569, 0.347, 1.069, 0.266, -0.257, -0.877, -0.514, -0.776, -0.029, 0.990, 0.543, -0.710, -0.931, -0.642, -0.619, -0.182, 0.616, -0.960, -0.784, -0.770, -0.647, -0.812, 0.744, 0.506, 0.733, -0.235, 0.538, 0.488, 0.471, 0.602, 0.044, 0.342, 0.435, 0.382, 0.429, 0.282, 0.431, 0.486, 0.411, 0.452, 0.220, 0.604, 0.463, 0.442, 0.567, 0.245, -0.767, 0.346, -1.308, -0.094, -0.264, 0.675, -1.293, -1.240, 0.531, 0.113, 0.052, 0.422, 0.352, 0.336, 0.318, 0.398, 0.426, 0.398, 0.402, 0.283, -0.485, 0.892, -0.980, -1.131, -0.454, 0.558, -0.186, 0.323, 0.417, 0.402, 0.228, 0.479, 0.346, 0.397]
}